12
Properties=species:S:1:pos:R:3:forces:R:3:lowdin_spin:R:1 method="wB97M-V/def2-TZVPD" orbital_gap_ev="5.977 / 8.486" de_lowest_kcal_mol=71.0 s_squared=2.0118 e_tot_ev=-8332.3720 multiplicity=3 max_force_ev_per_a=5.8
C 1.151884 -0.741553 -0.091108 3.12 1.50 1.36 0.659
C 2.215395 -0.014427 -0.240503 0.46 -0.25 1.02 0.108
C -0.486390 -1.520428 -0.410919 -4.65 -3.44 0.17 0.677
C -1.620535 0.384635 0.374604 0.09 0.65 0.13 0.017
O 0.394942 -1.551259 0.724867 0.15 2.11 -3.36 0.207
O -1.605409 -0.766897 -0.444161 0.65 -0.45 0.38 0.223
H 2.964976 0.078700 0.535132 0.44 0.09 0.26 0.039
H 2.389287 0.531093 -1.153472 -0.08 0.05 -0.23 0.018
H -0.474894 -2.351950 -1.089303 0.02 -0.20 0.12 0.040
H -1.365283 0.144743 1.409145 -0.05 -0.02 -0.06 0.004
H -2.633968 0.774049 0.319989 0.06 0.03 0.04 0.000
H -0.909629 1.128163 -0.008300 -0.20 -0.06 0.16 0.008